Molecular formula: C3H9N3
Method: DFT, ωB97M-V/def2-TZVPD

The geometry in XYZ format:
```
15
Properties=species:S:1:pos:R:3:forces:R:3
C 1.0037 -1.4601 0.2337 -0.312 0.175 -0.324
C -0.7432 0.3428 0.0543 3.393 -0.797 -0.615
C 0.5213 -0.0907 -0.1927 -1.559 -0.855 1.235
N -1.1344 1.6275 -0.2325 -0.725 1.402 -0.200
N -1.7282 -0.4323 0.6022 -1.452 -1.054 0.547
N 1.4737 0.6675 -0.8610 0.626 0.673 -0.559
H -1.5573 -1.4240 0.4646 -0.195 0.291 0.083
H -2.6222 -0.1820 0.1880 0.023 -0.308 0.103
H -1.8662 1.9045 0.4157 0.145 0.235 -0.119
H -0.3577 2.2735 -0.1593 -0.222 0.130 0.058
H 2.4061 0.6055 -0.4635 -0.260 0.318 -0.044
H 1.1810 1.6118 -1.0797 0.424 -0.194 -0.039
H 0.4262 -1.8754 1.0650 0.031 0.109 -0.127
H 2.0439 -1.4133 0.5760 -0.084 0.019 -0.098
H 0.9534 -2.1552 -0.6107 0.168 -0.146 0.099
```
Forces are in eV/Å.

Output
Structure (SMILES)   CC(N)=C(N)N
Orbital gap   0.2724 Eh
ΔE to the lowest compared entry with this formula, charge and spin   76.3 kJ/mol
E_LUMO   1.027 eV

***

Molecular formula: C39H49B2F3N15S4V
Method: DFT, ωB97M-V/def2-TZVPD

The geometry in XYZ format:
```
113
Properties=species:S:1:pos:R:3:forces:R:3
V 0.8358 -0.6105 -0.9059 -0.340 -0.560 -0.123
C 5.0639 2.5760 2.8511 -0.029 0.000 -0.020
C 3.6104 2.7226 3.2945 -0.054 -0.032 0.015
C 3.4936 2.3922 4.7903 0.065 0.111 0.035
C 3.1506 4.1634 3.0830 0.035 -0.006 0.069
N 2.8087 1.8418 2.4112 0.022 0.009 -0.120
C 2.8014 0.4233 2.8219 0.054 -0.008 -0.093
C 0.7632 -0.4292 2.4737 0.047 -0.040 0.014
N -0.2120 0.2862 1.6749 -0.135 0.057 -0.080
B -1.6191 0.1948 2.2822 0.021 -0.024 0.034
N -2.0912 -1.2883 2.2393 0.013 -0.037 -0.017
C -3.2290 -1.6281 2.9364 0.002 -0.008 -0.022
C -3.6472 -2.8289 2.5041 0.031 0.003 0.054
N -2.7570 -3.2490 1.5293 -0.004 -0.012 -0.045
C -1.8123 -2.2803 1.3735 -0.053 0.093 0.007
S -0.4223 -2.4653 0.3752 0.038 -0.045 -0.019
C -2.9355 -4.4916 0.7165 0.032 -0.040 0.015
C -1.7766 -5.4603 0.9590 -0.004 0.061 0.037
C -4.2262 -5.1806 1.1550 -0.004 -0.003 -0.013
C -3.0706 -4.1208 -0.7602 0.019 0.018 0.000
N -2.7232 1.0860 1.6180 0.061 0.053 0.084
C -3.1771 2.2155 2.2818 -0.035 -0.013 -0.021
C -4.1434 2.7777 1.5477 0.019 -0.030 -0.012
N -4.3209 1.9901 0.4132 0.044 0.096 -0.003
C -3.4883 0.9051 0.4980 -0.078 -0.106 -0.061
S -3.4932 -0.4955 -0.4546 -0.023 0.049 -0.038
C -5.3603 2.3828 -0.5812 -0.078 -0.048 -0.007
C -5.1630 3.8706 -0.8943 0.014 -0.006 0.033
C -6.7303 2.1374 0.0532 0.016 -0.020 -0.014
C -5.2804 1.6344 -1.9077 0.028 -0.003 0.009
C 0.4803 1.5307 1.3975 -0.004 -0.004 -0.021
S -0.6062 2.9122 1.0191 0.014 -0.017 0.005
H 5.7266 3.1277 3.5185 0.014 0.021 0.017
H 5.1846 2.9652 1.8409 0.020 -0.015 -0.010
H 5.3753 1.5301 2.8555 0.012 -0.013 0.004
H 4.1030 3.1048 5.3494 -0.022 -0.023 0.047
H 3.8521 1.3915 5.0308 0.021 -0.024 -0.005
H 2.4668 2.4884 5.1466 -0.013 0.001 -0.015
H 3.9031 4.8481 3.4784 -0.003 0.010 -0.002
H 2.2166 4.3730 3.6050 -0.019 0.015 0.007
H 3.0149 4.3738 2.0259 -0.013 0.018 -0.027
H 3.7072 0.0359 3.2794 -0.007 -0.008 0.039
H 0.3908 -1.3871 2.8199 0.025 0.017 0.013
H -1.6214 0.5334 3.4573 -0.028 -0.021 -0.010
H -3.6462 -0.9689 3.6756 -0.018 0.019 0.018
H -4.4852 -3.4157 2.8205 -0.018 0.003 -0.003
H -1.7029 -5.7008 2.0214 0.004 -0.003 0.002
H -0.8289 -5.0472 0.6271 0.039 0.021 -0.014
H -1.9648 -6.3846 0.4109 -0.009 -0.005 -0.009
H -4.1906 -5.4826 2.2025 -0.011 -0.017 0.001
H -4.3429 -6.0818 0.5545 -0.004 -0.001 -0.005
H -5.0990 -4.5493 0.9867 -0.015 0.002 0.007
H -2.1668 -3.6438 -1.1306 -0.009 -0.003 -0.015
H -3.9078 -3.4360 -0.9010 -0.021 0.001 -0.008
H -3.2510 -5.0286 -1.3384 -0.015 -0.021 -0.002
H -2.7489 2.5214 3.2169 0.026 0.016 0.036
H -4.7213 3.6606 1.7358 -0.004 0.027 0.004
H -5.3204 4.5115 -0.0289 -0.016 0.021 -0.001
H -5.8794 4.1694 -1.6590 -0.003 0.004 -0.010
H -4.1541 4.0423 -1.2725 0.008 0.007 -0.010
H -6.8478 2.6964 0.9822 0.007 0.010 0.012
H -6.8557 1.0759 0.2686 0.000 -0.014 0.006
H -7.5174 2.4481 -0.6349 -0.010 0.000 -0.005
H -4.2927 1.7317 -2.3553 0.019 -0.015 -0.001
H -6.0106 2.0936 -2.5774 0.001 0.011 0.004
H -5.5058 0.5799 -1.8018 0.006 -0.013 -0.006
C 1.3991 0.5411 3.4677 -0.034 0.002 0.114
C 2.1544 -0.4991 1.7397 -0.031 -0.203 0.008
N 2.0637 -0.0046 0.3980 0.273 0.197 0.215
N 1.3735 1.1498 0.2277 0.109 0.352 0.051
C 1.3490 1.8655 2.6740 0.016 0.019 -0.047
B 1.6668 2.1329 -0.9847 0.013 -0.014 0.020
N 2.6249 1.4055 -1.9544 -0.015 0.102 -0.050
C 3.5387 1.8457 -2.8401 0.009 -0.032 0.029
C 3.7566 0.8439 -3.7614 0.026 -0.014 -0.026
C 2.8972 -0.1901 -3.3758 0.006 -0.001 0.001
N 2.2168 0.1753 -2.3028 -0.087 -0.066 0.078
N 0.3151 2.1864 -1.7203 0.038 0.071 0.017
C -0.3361 3.1152 -2.4297 0.028 -0.014 0.002
C -1.4973 2.5474 -2.9104 -0.057 -0.024 -0.041
C -1.4722 1.2314 -2.4408 0.055 0.001 0.000
N -0.3725 1.0192 -1.7272 -0.017 -0.142 -0.036
N 2.2490 3.4853 -0.6301 0.041 -0.091 0.023
C 3.5617 3.7319 -0.3993 -0.023 0.020 -0.037
C 3.7234 5.0883 -0.2884 -0.005 0.030 -0.003
C 2.4215 5.6020 -0.4494 0.029 -0.031 0.028
N 1.5414 4.6391 -0.6544 -0.027 0.013 -0.038
H 1.1686 0.5383 4.5279 0.006 0.005 0.004
H 2.5818 -1.4991 1.7058 -0.030 0.026 -0.028
H 0.9720 2.7615 3.1523 -0.029 -0.016 0.027
H 3.9624 2.8316 -2.7598 -0.005 -0.001 -0.012
H 4.4421 0.8563 -4.5892 0.011 -0.003 -0.017
H 2.7565 -1.1687 -3.8033 -0.004 -0.011 -0.001
H 0.0518 4.1150 -2.5013 0.003 0.014 0.005
H -2.2567 3.0189 -3.5090 -0.014 0.004 0.001
H -2.2071 0.4512 -2.5369 -0.025 0.005 -0.001
H 4.2665 2.9218 -0.3210 0.015 -0.008 0.013
H 4.6336 5.6270 -0.0936 0.026 0.015 0.003
H 2.0936 6.6285 -0.4229 -0.012 0.019 0.003
F 3.0426 -5.3044 -2.6791 -0.067 -0.014 0.013
C 1.7307 -5.5155 -2.4781 0.008 -0.030 0.007
F 1.5757 -5.8842 -1.1956 0.014 0.021 -0.077
F 1.3877 -6.5819 -3.2331 0.027 0.048 0.043
C 0.9002 -4.3128 -2.8263 0.007 -0.040 -0.001
C -0.1190 -4.4071 -3.7516 0.073 -0.051 0.036
C -0.9083 -3.3004 -4.0425 -0.042 0.016 -0.034
C -0.6504 -2.1275 -3.3683 0.020 0.001 -0.011
N 0.3341 -2.0274 -2.4770 0.010 0.108 0.066
C 1.1284 -3.0825 -2.1840 -0.030 0.184 -0.028
S 2.2907 -2.6838 -0.9879 0.026 0.004 -0.051
H -0.3003 -5.3524 -4.2442 -0.008 -0.002 -0.008
H -1.7111 -3.3575 -4.7618 -0.005 0.016 -0.005
H -1.2395 -1.2358 -3.5337 -0.004 0.000 0.007
```
Forces are in eV/Å.

Output
Orbital gap (alpha / beta)   0.2259 / 0.1986 Eh
Multiplicity   3
<S²>   2.4720
E_LUMO (alpha / beta)   -0.898 / -1.609 eV

***

no.,electronic energy (a.u.)
1,-283.9541
2,-5223.1426